Model 1:
Formula: C3H5ClS2
Source: the OMol25 dataset
Level of theory: ωB97M-V/def2-TZVPD

Molecular weight ... 140.7 Da
SMILES ... S[C@@H]1C(Cl)[C@H]1S
Total charge ... 0
HOMO level ... -9.2 eV
2S+1 ... 1

Each line ends with the Löwdin charge.
Cartesian coordinates (Å):
Cl 1.661 -1.626 -0.402  0.6685
S 1.666 1.379 -0.404  0.7347
S -2.397 -0.209 -0.328  0.7431
C 0.301 -0.938 0.313  -0.8041
C 0.307 0.539 0.422  -0.6610
C -0.698 -0.165 -0.571  -0.7512
H -0.473 -0.156 -1.490  -0.0058
H -0.182 0.880 1.303  0.0899
H -0.178 -1.611 1.208  0.1663
H -2.477 1.243 -0.448  -0.0437
H 2.470 0.663 0.397  -0.1366

=====

Model 2:
Formula: C3H5ClS2
Source: the OMol25 dataset
Level of theory: ωB97M-V/def2-TZVPD

Molecular weight ... 140.7 Da
SMILES ... S=C(S)CCCl
Total charge ... 0
HOMO level ... -9.0 eV
2S+1 ... 1

Each line ends with the Löwdin charge.
Cartesian coordinates (Å):
Cl 2.771 -0.342 -0.080  0.5061
S -2.099 1.224 -0.004  0.8009
S -2.135 -1.790 0.082  0.6198
C -1.369 -0.315 -0.219  -1.1812
C 0.114 -0.300 -0.533  -0.4357
C 1.077 -0.003 0.583  -0.5326
H 1.174 1.058 0.823  0.0540
H 0.260 0.327 -1.419  0.1146
H 0.335 -1.276 -0.856  0.0588
H 0.863 -0.565 1.527  0.1047
H -0.990 1.981 0.096  -0.1096

=====

The winner here is model 2, beating the second structure by 1.636 eV.

=====

Model 1:
Formula: C16H24N2O
Source: the OMol25 dataset
Level of theory: ωB97M-V/def2-TZVPD

Molecular weight ... 260.4 Da
SMILES ... CCC[C@H]1CC[C@H](c2ccc(C(=O)NN)cc2)CC1
Total charge ... 0
HOMO level ... -9.1 eV
2S+1 ... 1

Each line ends with the Löwdin charge.
Cartesian coordinates (Å):
O -2.643 0.546 5.517  0.0562
N -5.248 -0.160 5.780  0.0321
N -4.454 -0.458 4.651  -0.0251
C 1.239 1.033 -1.180  -0.1575
C -0.182 0.481 -1.269  -0.1384
C -1.459 0.619 2.912  -0.0013
C -3.175 -0.005 4.569  -0.4573
C 3.662 1.563 -5.024  -0.1169
C 1.841 -1.406 -1.412  -0.1633
C 0.975 -1.474 -0.160  -0.1488
C -0.381 -0.806 -0.441  -0.2745
C -2.832 -1.280 2.410  -0.0282
C -2.499 -0.236 3.267  -0.1463
C -0.785 0.451 1.720  -0.0137
C 2.559 0.211 -3.202  -0.1986
C -2.147 -1.445 1.221  -0.0217
C -1.122 -0.581 0.850  -0.1925
C 3.416 1.432 -3.526  -0.2674
C 2.286 0.036 -1.703  -0.3256
H -0.973 -1.505 -1.043  0.1371
H 4.165 0.678 -5.407  0.0701
H -3.606 -1.985 2.677  0.1083
H -4.983 -0.698 3.826  0.1292
H 4.374 1.345 -3.008  0.1100
H 2.719 -2.045 -1.299  0.1162
H 1.479 -0.972 0.667  0.1219
H -0.891 1.243 -0.939  0.1165
H -2.413 -2.263 0.567  0.1132
H -1.193 1.415 3.592  0.1197
H -5.237 -0.959 6.417  0.0839
H 3.225 0.223 -1.169  0.1395
H 0.811 -2.512 0.136  0.1199
H 1.263 -1.790 -2.256  0.1191
H -4.779 0.608 6.267  0.0786
H 2.720 1.678 -5.557  0.0709
H 0.012 1.132 1.466  0.1084
H -0.403 0.267 -2.316  0.1131
H 1.468 1.285 -0.144  0.1029
H 1.609 0.282 -3.737  0.1187
H 3.077 -0.679 -3.569  0.1179
H 4.283 2.430 -5.237  0.0667
H 1.294 1.960 -1.753  0.1071
H 2.929 2.339 -3.163  0.0999

=====

Model 2:
Formula: C16H24N2O
Source: the OMol25 dataset
Level of theory: ωB97M-V/def2-TZVPD

Molecular weight ... 260.4 Da
Total charge ... 0
HOMO level ... -8.9 eV
2S+1 ... 1

Each line ends with the Löwdin charge.
Cartesian coordinates (Å):
O -2.300 0.243 -1.648  0.1478
N -2.242 -0.983 -0.034  0.0018
N -1.918 1.516 0.010  -0.0426
C -1.599 2.808 -0.566  -0.1560
C 4.284 -0.222 0.159  -0.0720
C -2.253 -3.257 0.242  -0.2320
C -2.182 0.267 -0.547  -0.6070
C 1.707 -0.960 -0.766  -0.0446
C 3.433 0.882 -0.593  0.0570
C -0.851 -3.459 0.435  -0.0862
C 3.957 -1.488 0.052  -0.1359
C -1.379 1.540 1.363  -0.1901
C -2.707 -2.026 -0.574  -0.2640
C 2.545 -1.847 -0.182  -0.0637
C -0.269 3.175 -0.289  -0.3325
C 0.639 2.393 0.109  -0.3949
C 2.097 0.430 -0.564  -0.2188
C 1.228 1.555 -1.081  -0.0985
C 0.146 1.643 1.397  -0.1059
H -1.669 0.654 2.065  0.1350
H 0.602 1.662 2.303  0.0616
H -2.513 3.395 -0.306  0.1466
H -2.981 -3.978 -0.152  0.1185
H -0.527 -2.651 0.865  0.0213
H 5.373 -0.187 0.235  0.0913
H 1.682 2.849 0.569  0.1986
H -2.322 -1.972 -1.522  0.1161
H 1.512 2.092 -1.898  0.0926
H 0.776 -1.261 -0.874  0.0422
H -0.601 -4.430 1.090  0.1616
H -1.622 2.446 -1.791  0.1993
H -0.607 -3.503 -0.401  -0.0418
H 0.480 0.341 1.243  0.1856
H -1.599 2.654 1.967  0.1751
H 2.278 -3.015 -0.224  0.1431
H -2.488 -0.731 0.921  0.1427
H 0.052 3.915 -0.914  0.1181
H 4.712 -2.209 0.228  0.0841
H -3.854 -1.919 -0.416  0.1715
H 0.246 1.093 -1.490  0.1359
H -0.415 3.857 0.731  0.1883
H -2.677 -3.081 1.221  0.1024
H 3.828 1.770 -0.373  0.0482

=====

The winner here is model 1, beating the second structure by 13.871 eV.

=====

Model 1:
Formula: C2H10N2O2
Source: the OMol25 dataset
Level of theory: ωB97M-V/def2-TZVPD

Molecular weight ... 94.1 Da
Total charge ... -1
HOMO level (alpha / beta) ... 1.0 / -4.6 eV
2S+1 ... 2

Each line ends with the Löwdin charge.
Cartesian coordinates (Å):
O -2.506 1.174 -2.056  -0.0906
O 0.201 2.595 -0.526  -0.1111
N 1.542 -2.351 0.781  -0.0378
N 0.733 -0.061 0.400  -0.1073
C -0.675 -0.410 0.605  -0.3037
C 1.626 -1.004 0.304  -0.4766
H 2.405 -2.613 1.272  -0.0155
H 0.057 1.785 -0.003  -0.0242
H 0.758 -2.464 1.418  -0.0122
H 1.072 2.955 -0.375  0.0093
H -1.278 0.045 -0.201  0.0243
H -0.935 -1.476 0.563  0.0365
H -2.684 0.971 -1.151  -0.0203
H -1.716 1.723 -2.086  0.0116
H 2.416 -0.943 -0.466  0.0693
H -1.015 0.074 1.522  0.0483

=====

Model 2:
Formula: C2H10N2O2
Source: the OMol25 dataset
Level of theory: ωB97M-V/def2-TZVPD

Molecular weight ... 94.1 Da
Total charge ... -1
HOMO level (alpha / beta) ... 1.1 / -3.8 eV
2S+1 ... 2

Each line ends with the Löwdin charge.
Cartesian coordinates (Å):
O -1.070 -0.449 -1.619  -0.3663
O -2.690 2.397 -4.822  -0.1305
N 1.829 -1.840 2.774  -0.0234
N 0.273 1.049 1.025  -0.0091
C 1.574 -0.553 2.284  -0.2789
C 0.567 -0.242 1.454  -0.3670
H -3.361 1.985 -5.343  -0.0035
H 0.876 1.763 1.423  0.0636
H 2.797 -2.036 2.998  0.0506
H -0.048 -1.039 1.056  0.0275
H 1.541 -2.642 2.239  0.0384
H -2.460 1.758 -4.145  0.0113
H -0.962 -0.685 -0.671  -0.0729
H -0.453 -1.127 -2.015  -0.0561
H 2.229 0.270 2.542  0.0882
H -0.643 1.392 0.819  0.0282

=====

The winner here is model 1, beating the second structure by 0.117 eV.

=====

Model 1:
Formula: C2H2N2OS
Source: the OMol25 dataset
Level of theory: ωB97M-V/def2-TZVPD

Molecular weight ... 102.1 Da
SMILES ... N=C=O.N=C=S
Total charge ... 0
HOMO level ... -9.4 eV
2S+1 ... 1

Each line ends with the Löwdin charge.
Cartesian coordinates (Å):
S -3.166 0.361 0.900  0.7737
O -0.506 -0.591 0.912  0.1230
N -4.093 0.790 -1.514  0.0209
N -1.273 -1.925 -0.835  0.1692
C -3.847 0.884 -0.381  -0.8698
C -0.985 -1.195 0.084  -0.5468
H -3.470 0.167 -2.384  0.2436
H -1.625 -2.870 -0.815  0.0861

=====

Model 2:
Formula: C2H2N2OS
Source: the OMol25 dataset
Level of theory: ωB97M-V/def2-TZVPD

Molecular weight ... 102.1 Da
Total charge ... 0
HOMO level ... -9.8 eV
2S+1 ... 1

Each line ends with the Löwdin charge.
Cartesian coordinates (Å):
S -0.097 1.724 0.166  0.8692
O -0.228 -2.117 0.227  0.1472
N -1.608 -0.296 -0.050  -0.0213
N -1.558 0.929 0.056  -0.3196
C -0.484 -0.988 0.063  -0.4237
C 0.972 0.298 -0.043  -0.3404
H 1.231 0.456 -1.090  0.0219
H 1.772 -0.006 0.672  0.0667

=====

The winner here is model 1, beating the second structure by 0.597 eV.

=====

Model 1:
Formula: C2H2N2OS
Source: the OMol25 dataset
Level of theory: ωB97M-V/def2-TZVPD

Molecular weight ... 102.1 Da
SMILES ... C#[N+][S-].N=C=O
Total charge ... 0
HOMO level ... -8.7 eV
2S+1 ... 1

Each line ends with the Löwdin charge.
Cartesian coordinates (Å):
S 2.552 -0.964 0.733  0.5769
O -0.454 -1.626 -1.429  0.1398
N -1.137 -1.183 0.759  0.1742
N 1.898 -0.007 -0.321  -0.6613
C 1.590 0.986 -0.856  0.0712
C -0.758 -1.540 -0.317  -0.4805
H -1.634 -1.732 1.501  0.1169
H 1.260 1.482 -1.698  0.0629

=====

Model 2:
Formula: C2H2N2OS
Source: the OMol25 dataset
Level of theory: ωB97M-V/def2-TZVPD

Molecular weight ... 102.1 Da
SMILES ... N=C=O.N=C=S
Total charge ... 0
HOMO level ... -9.6 eV
2S+1 ... 1

Each line ends with the Löwdin charge.
Cartesian coordinates (Å):
S -2.434 0.974 -0.048  0.6932
O 1.430 -0.474 0.985  0.1502
N -1.465 -1.582 -0.039  0.1396
N 2.186 1.317 -0.305  0.1969
C 1.731 0.478 0.406  -0.4368
C -1.971 -0.506 -0.129  -0.9040
H 2.055 2.292 -0.448  0.0769
H -1.533 -2.498 -0.421  0.0840

=====

The winner here is model 2, beating the second structure by 1.927 eV.